Record 1
64
Properties=species:S:1:pos:R:3:forces:R:3 method="wB97M-V/def2-TZVPD" e_above_lowest_ev=2.8364 spin_multiplicity=4 lumo_ha="0.126 / 0.126" charge=-2
V -0.064695 -0.524566 0.642634 0.4 1.9 -1.8
I -6.698295 3.293934 1.869534 0.5 -0.1 -0.1
C -4.720595 2.547034 1.594134 -0.6 0.1 0.1
C -3.631995 3.345834 1.899734 -0.4 0.2 -0.1
C -2.381995 2.817534 1.725534 0.8 0.1 0.1
I -0.663895 3.971834 2.129134 -0.3 -0.1 0.0
C -2.110795 1.479434 1.317134 -1.1 0.7 0.1
O -0.916395 1.089734 1.218234 -0.2 0.9 0.5
C -3.283995 0.700334 1.036234 0.5 -0.1 0.0
C -3.195395 -0.778266 0.776234 -0.5 -0.1 0.4
N -2.099395 -1.218866 -0.065666 0.0 -0.2 0.0
C -2.271695 -0.993066 -1.488866 -0.1 -0.1 -0.3
C -1.894895 0.412634 -1.856466 -0.2 0.0 -0.1
C -2.782195 1.253534 -2.505866 0.0 0.0 -0.2
C -2.343995 2.500234 -2.921566 0.2 -0.1 0.1
C -1.025495 2.839934 -2.672966 -0.4 0.0 -0.1
C -0.221295 1.949834 -1.973666 0.3 0.3 0.0
N -0.645895 0.766134 -1.547666 -0.2 -0.2 0.1
C -4.544595 1.240934 1.172034 -0.2 0.2 0.0
H -3.768295 4.354534 2.260534 0.1 0.1 0.0
H -4.169395 -1.115566 0.367934 0.2 0.0 0.0
H -3.055095 -1.262866 1.752334 0.1 0.0 -0.2
H -1.980895 -2.215866 0.099734 0.1 0.1 0.0
H -3.300995 -1.218266 -1.827966 0.2 0.1 0.1
H -1.575695 -1.659466 -2.014166 -0.1 0.1 0.1
H -3.793495 0.926134 -2.704666 -0.1 0.0 0.1
H -3.015695 3.172334 -3.439266 0.0 0.1 0.0
H -0.624295 3.779334 -3.021266 0.1 0.1 0.1
H 0.804105 2.198134 -1.747066 0.0 -0.1 0.0
H -5.410295 0.620234 0.972234 0.0 0.0 0.0
O 1.975205 2.229034 -0.102566 -0.6 0.1 -0.2
C 3.339205 2.092734 0.136534 0.8 -0.1 0.2
C 4.004905 0.814734 -0.421066 0.1 0.2 0.2
C 5.435705 0.763334 0.147034 -0.3 -0.4 0.2
O 6.247105 1.871634 -0.197566 0.2 0.4 -0.2
C 3.268005 -0.448266 0.023634 -0.2 -0.2 0.4
Se 2.227305 -0.384966 1.712234 0.6 0.4 0.3
C 4.159605 0.853534 -1.951166 -0.1 -0.1 -0.4
Se 2.712305 0.196834 -3.109166 -0.4 -0.1 -0.3
H 1.489505 1.552734 0.411634 0.4 0.2 0.2
H 3.546005 2.112434 1.217934 -0.1 0.1 -0.1
H 3.809905 2.975134 -0.312366 0.0 -0.1 0.0
H 5.918105 -0.162566 -0.208066 -0.1 0.0 0.1
H 5.397705 0.736834 1.239134 0.0 0.0 0.0
H 6.145705 2.001134 -1.149666 0.0 0.0 0.1
H 3.964805 -1.285966 0.121434 0.0 0.0 -0.2
H 2.524405 -0.705166 -0.729666 0.4 0.1 0.0
H 5.021505 0.243734 -2.240866 0.1 0.1 0.1
H 4.330805 1.880634 -2.281366 0.2 0.1 0.1
C 0.448905 -4.649266 0.118734 0.1 0.3 -0.1
C 0.266705 -3.236066 0.592234 0.1 -0.3 -0.4
N 0.483205 -2.162566 -0.133766 0.6 -1.9 -1.3
O 0.783705 -2.396366 -1.487566 0.0 -0.5 0.0
C -0.263795 -2.952066 1.872834 -0.3 -0.7 0.6
C -0.649895 -3.988266 2.888634 0.1 0.3 -0.2
N -0.507795 -1.667166 2.071334 -0.4 -1.2 1.1
O -1.141395 -1.243166 3.082834 -0.4 0.0 1.0
H 0.848105 -4.657766 -0.891866 0.0 0.0 0.0
H -0.504395 -5.184666 0.126934 0.0 0.0 0.0
H 1.136905 -5.178066 0.778734 0.0 -0.1 0.0
H 1.232205 -1.589066 -1.822666 0.1 0.1 0.0
H 0.200705 -4.602566 3.185734 0.1 -0.1 0.0
H -1.432595 -4.648966 2.504534 0.0 -0.1 0.1
H -1.030795 -3.454366 3.761034 0.0 -0.1 0.0

Record 2
68
Properties=species:S:1:pos:R:3:forces:R:3 method="wB97M-V/def2-TZVPD" lumo_ha=-0.032 charge=0
N -4.845442 2.183617 -0.482964 -0.4 0.4 -0.3
C -4.425238 1.227873 0.353550 0.6 -0.1 -0.2
O -4.997954 0.910049 1.373689 -0.2 -0.2 0.4
C -3.139727 0.506725 -0.077128 0.0 0.0 0.0
N -2.534721 -0.054166 1.106941 -0.4 0.3 0.2
C -1.267732 -0.481317 1.052102 -0.1 0.0 0.3
O -0.546236 -0.194192 0.104240 0.0 0.0 0.0
C -0.764924 -1.356630 2.201611 0.0 -0.2 0.2
N 0.113051 -2.326966 1.566173 -0.6 0.1 -0.2
C 1.214757 -2.933196 2.030293 0.2 -0.4 -0.5
O 1.706153 -2.813032 3.132004 0.3 0.0 0.4
C 1.875974 -3.805464 0.940827 -0.2 0.0 0.3
N 2.357356 -2.968770 -0.136730 0.3 -0.2 0.2
C 1.620271 -2.663573 -1.198040 0.5 0.4 -0.4
O 0.493097 -3.104878 -1.407592 -0.3 -0.2 0.0
C 2.218312 -1.620366 -2.158319 0.3 -0.1 0.0
N 1.590517 -0.364362 -1.762883 -0.2 -0.4 -0.2
C 2.108988 0.806339 -1.356749 -0.4 0.0 -0.1
O 3.299946 1.057468 -1.238924 0.4 0.2 0.0
C 1.024093 1.817394 -1.131993 0.1 0.2 -0.1
C 0.077292 1.894253 -2.134381 -0.4 0.3 0.0
C -1.019929 2.738955 -2.027791 1.1 0.0 0.9
C -1.138980 3.578427 -0.918114 -0.1 -0.1 -0.3
C -0.171058 3.548732 0.045296 -0.1 0.3 0.4
C 0.936754 2.652826 0.014469 -0.1 0.0 -0.3
N 1.797790 2.661703 1.043727 0.0 0.7 0.4
H 1.566289 3.352494 1.748605 0.0 -0.2 -0.2
C 2.652319 1.610135 1.552140 0.2 -0.6 0.0
H 3.148765 2.020844 2.433407 0.0 0.0 0.0
H 3.419344 1.362656 0.816371 -0.1 0.1 0.3
C 1.854567 0.359173 1.938627 0.0 0.4 0.1
H 2.521543 -0.338823 2.444702 0.1 -0.1 0.0
H 1.476061 -0.117428 1.035651 0.1 -0.1 0.0
C 0.675069 0.698336 2.850293 0.0 -0.3 -0.1
C -0.114082 -0.524141 3.320358 0.1 0.2 0.0
H 0.537469 -1.183417 3.892692 -0.2 0.1 0.0
H -0.913486 -0.176531 3.977622 0.0 0.0 0.0
H 1.043516 1.219932 3.737574 0.0 0.1 0.0
H -0.010184 1.371576 2.327294 0.0 0.1 0.1
I -0.442172 4.867828 1.690702 0.0 -0.3 -0.4
H -1.992644 4.234506 -0.840467 0.0 0.0 0.0
N -2.052226 2.679910 -2.993446 -0.4 -0.2 -0.5
O -1.819063 2.175996 -4.071677 -0.1 0.0 -0.1
O -3.154647 3.108809 -2.661343 -0.2 0.2 -0.2
H 0.153464 1.273281 -3.014256 0.0 -0.1 0.0
H 0.586454 -0.450780 -1.648837 0.1 0.1 0.1
H 1.847080 -1.862040 -3.165442 0.1 -0.1 0.2
C 3.753165 -1.607492 -2.224929 -0.3 0.1 -0.4
O 4.382348 -1.352370 -0.998295 0.3 0.2 0.4
H 4.272233 -0.391460 -0.842551 0.0 -0.1 -0.1
H 4.062917 -0.872951 -2.977165 0.0 -0.1 0.0
H 4.081372 -2.599010 -2.550635 -0.1 0.1 -0.1
H 3.264769 -2.515218 -0.039407 -0.2 0.1 -0.1
H 2.714534 -4.344123 1.382580 -0.1 0.1 0.0
H 1.144653 -4.510428 0.537281 0.1 0.0 0.0
H -0.241723 -2.633176 0.665840 0.2 -0.1 0.0
H -1.622258 -1.897460 2.626030 0.1 0.1 -0.1
H -3.186172 -0.333585 1.829477 0.1 -0.1 0.0
C -3.497600 -0.602127 -1.108760 0.2 -0.1 0.0
C -2.414869 -1.665998 -1.131670 -0.4 0.0 0.1
O -2.294870 -2.486770 -0.253111 -0.2 -0.3 0.1
O -1.602859 -1.592764 -2.167307 0.4 -0.1 -0.7
H -0.877377 -2.269245 -2.065705 -0.3 0.1 0.2
H -4.426003 -1.082734 -0.794687 0.1 0.0 0.0
H -3.617530 -0.165101 -2.098351 -0.1 0.0 0.0
H -2.421202 1.199863 -0.523035 -0.2 -0.1 0.0
H -5.700095 2.668229 -0.259685 0.0 -0.1 0.0
H -4.339281 2.474155 -1.309799 0.1 -0.1 0.2

Record 3
55
Properties=species:S:1:pos:R:3:forces:R:3 method="wB97M-V/def2-TZVPD" lumo_ha=0.092 charge=-1
C 1.127782 1.928853 -0.102214 -0.8 0.1 0.5
C 2.538231 1.674588 0.572996 0.7 0.5 0.4
C 2.438507 0.937368 1.995803 -0.4 1.1 -0.2
C 3.626245 0.985527 -0.352577 -0.2 -0.8 0.1
C 3.107980 -0.177851 -1.299361 -0.4 0.9 1.1
O 4.331753 -0.927020 -1.681396 0.2 0.1 -0.1
C 2.166621 -1.215983 -0.554670 0.7 -1.4 -0.8
C 2.940104 -2.291909 0.331730 0.0 2.3 0.7
O 3.803879 -1.918696 1.132118 -1.3 -1.5 -1.2
H 0.880448 3.033651 -0.229526 0.6 -1.4 0.3
H 0.989364 1.456748 -1.112305 0.5 0.2 1.0
H 0.340144 1.508961 0.606353 0.7 0.4 -1.0
H 2.952366 2.707444 0.832468 -0.4 -1.1 -0.3
H 2.052960 -0.112726 1.920319 0.6 1.0 0.1
H 1.715059 1.534637 2.641979 0.7 -0.7 -0.7
H 3.438834 1.001530 2.530112 -1.1 -0.4 -0.8
H 4.140601 1.779686 -0.979002 -0.6 -0.8 0.5
H 4.435128 0.532871 0.327753 -0.7 0.6 -0.5
H 5.084075 -0.312739 -1.632391 -0.6 -0.3 0.1
H 1.656419 -1.826887 -1.373777 0.5 0.5 1.0
H 1.332837 -0.761070 0.048250 0.9 -0.3 -0.6
H 2.646288 -3.393849 0.203832 0.5 0.8 0.1
N -0.392789 -3.859161 -0.910711 -0.4 -0.7 -0.2
C -0.763498 -3.712399 -2.188567 0.3 0.3 0.4
C -1.448344 -4.677309 -2.910870 0.0 -0.2 0.1
C -1.766374 -5.868301 -2.278194 -0.1 0.0 -0.1
C -1.392485 -6.049339 -0.955466 0.0 0.0 0.0
C -0.714130 -5.022040 -0.319016 0.2 0.5 -0.3
H -0.488958 -2.765524 -2.641726 0.0 0.0 0.0
H -1.724548 -4.500664 -3.942408 0.0 0.0 0.0
H -2.299943 -6.648069 -2.810116 0.0 0.0 0.0
H -1.622933 -6.967342 -0.429555 0.0 0.0 0.0
H -0.403808 -5.115268 0.717292 0.0 -0.1 0.0
N 0.502474 5.345457 -0.421337 -0.3 0.7 -0.1
C 0.747772 6.427561 0.327904 0.0 -0.5 -0.2
C 0.108194 7.645398 0.157804 -0.1 0.0 -0.1
C -0.838865 7.753384 -0.848993 -0.1 0.1 0.0
C -1.109705 6.647450 -1.640047 0.0 0.1 0.1
C -0.416890 5.474231 -1.385338 0.3 -0.3 0.2
H 1.498487 6.294042 1.099707 0.0 0.0 0.0
H 0.345335 8.487086 0.796052 0.0 0.0 0.0
H -1.360482 8.689288 -1.015241 0.0 0.0 0.0
H -1.842124 6.694206 -2.435789 0.0 0.0 0.0
H -0.595801 4.580486 -1.974387 0.0 0.0 0.0
N -2.636742 -1.341778 1.403803 -0.5 -0.3 0.2
C -2.547676 -2.678670 1.398661 0.2 0.4 -0.1
C -3.524809 -3.518052 1.911982 -0.1 0.1 0.1
C -4.658362 -2.944104 2.466577 -0.1 -0.1 0.0
C -4.773148 -1.562379 2.485549 0.0 -0.1 0.0
C -3.741705 -0.811980 1.943312 0.4 0.0 -0.2
H -1.642329 -3.080720 0.956826 -0.1 0.1 0.1
H -3.400944 -4.593198 1.878587 0.0 0.0 0.0
H -5.444322 -3.566719 2.879554 0.0 0.0 0.0
H -5.643440 -1.078666 2.910817 0.0 0.0 0.0
H -3.786894 0.272199 1.931563 0.0 0.0 0.0

Record 4
59
Properties=species:S:1:pos:R:3:forces:R:3 method="wB97M-V/def2-TZVPD" e_above_lowest_ev=0.0000 lumo_ha=0.011 charge=0
Pt -0.246252 -0.344251 -0.931625 -0.5 0.0 -0.1
Se 1.331446 1.652931 -1.128208 -0.2 -0.2 -0.1
P 1.633413 0.896081 0.879719 0.0 -0.1 0.1
Se -0.331539 0.165179 1.444074 0.4 0.1 0.7
C 2.797367 -0.495311 0.887875 0.0 0.0 0.0
C 2.446613 -1.732932 1.412694 0.0 0.0 0.0
C 3.357774 -2.779718 1.373609 0.0 0.0 0.0
C 4.610115 -2.590934 0.813188 0.0 0.0 0.0
C 4.960635 -1.352963 0.286196 0.0 0.0 0.0
C 4.056243 -0.306626 0.320839 0.0 0.0 0.0
C 2.352900 2.104699 2.020169 0.0 0.0 -0.1
C 3.001497 3.234914 1.538989 0.0 0.0 -0.1
C 3.579177 4.130538 2.427327 0.0 0.0 0.0
C 3.503209 3.896787 3.792243 0.0 0.0 0.0
C 2.848995 2.769038 4.273552 0.0 0.0 0.0
C 2.274120 1.871648 3.390024 0.0 0.0 0.0
H 1.455887 -1.887291 1.820011 0.0 0.0 0.0
H 3.072836 -3.747512 1.764951 0.0 0.0 0.0
H 5.314876 -3.411468 0.774372 0.0 0.0 0.0
H 5.935663 -1.208726 -0.160098 0.0 0.0 0.0
H 4.319014 0.651767 -0.111780 0.0 0.0 0.0
H 3.041787 3.417453 0.470977 0.0 0.0 0.0
H 4.083620 5.011851 2.054085 0.0 0.0 0.0
H 3.950848 4.596960 4.485386 0.0 0.0 0.0
H 2.786889 2.591068 5.338992 0.0 0.0 0.0
H 1.758476 0.992336 3.760355 0.0 0.0 0.0
C -1.581429 3.856740 -1.377167 0.0 -0.1 0.1
O -1.864583 2.960236 -0.309810 -0.4 0.0 0.0
H -0.522602 3.841411 -1.635779 0.0 0.0 0.0
H -1.890591 4.875128 -1.129540 0.0 0.0 0.0
H -2.150582 3.512656 -2.241209 0.0 0.0 0.0
H -1.208368 3.027380 0.390063 0.2 0.0 -0.1
C -3.281513 -1.733770 0.433712 -0.1 -0.1 0.0
C -2.224415 -2.627314 -0.135543 -0.2 0.0 0.3
C -2.277099 -4.002103 -0.263983 -0.1 0.2 0.1
C -1.083649 -4.404600 -0.895768 0.2 0.1 -0.1
C -0.349775 -3.260456 -1.131049 0.3 -0.1 0.1
C 0.994054 -3.126628 -1.776450 -0.1 0.0 -0.1
N -1.033469 -2.179145 -0.635308 -0.1 0.0 -0.3
H -3.746997 -2.202962 1.301752 0.0 0.0 0.0
H -4.078300 -1.534767 -0.292694 0.0 0.0 0.0
H -2.886421 -0.765169 0.737438 0.0 0.0 0.1
H -3.086728 -4.631095 0.072374 0.0 0.0 0.0
H -0.780469 -5.409028 -1.146749 0.0 0.0 0.0
H 1.354000 -4.113608 -2.069768 0.0 0.0 0.0
H 1.737417 -2.686382 -1.108279 0.0 0.0 0.0
H 0.957368 -2.505731 -2.677679 0.0 0.0 0.0
S -1.305824 -0.419952 -3.036048 0.5 0.0 -0.4
C -2.856875 0.047282 -2.543041 0.2 -0.1 0.1
N -3.199597 0.713009 -1.444749 -0.2 0.1 -0.3
C -4.620653 1.047108 -1.444644 0.0 0.0 0.1
C -5.166189 0.256721 -2.652932 -0.1 -0.1 0.0
N -3.942251 -0.225718 -3.279667 -0.1 0.3 0.0
H -2.519947 1.231127 -0.887446 0.0 0.0 -0.1
H -4.760716 2.124271 -1.555406 0.0 0.0 0.0
H -5.089386 0.733034 -0.512500 0.0 0.0 0.0
H -5.747825 0.878055 -3.333347 0.0 0.0 0.0
H -5.785759 -0.581768 -2.329347 0.0 0.0 0.0
H -3.896424 -0.819471 -4.087352 0.0 -0.1 0.1

Q: Look up the charge of the fourth one.
A: 0